1.
2 unconnected molecules or ions with the total composition CH7NO2, computed with the ωB97M-V functional and the def2-TZVPD basis.

```
11
Properties=species:S:1:pos:R:3
N -0.22 -1.80 -0.57
C -1.11 -0.80 -1.09
O -0.58 0.51 -0.80
H 0.76 -1.87 -0.75
H -0.63 -2.72 -0.58
H -2.09 -0.85 -0.64
H -1.14 -0.81 -2.17
H -0.26 0.44 0.12
H 0.99 2.10 2.67
H 2.35 2.41 2.34
O 1.66 1.84 2.02
```

Properties
- net charge = 0
- HOMO energy (Eh) = -0.3365
- structure (SMILES) = NCO.O
- LUMO level (eV) = 0.8

Atom charges from the natural (NBO) analysis, given in e for atoms 1 to 2:
1. N -0.892
2. C 0.102


2.
2 unconnected molecules or ions with the total composition CH7NO2, computed with the ωB97M-V functional and the def2-TZVPD basis.

```
11
Properties=species:S:1:pos:R:3
N 1.30 -1.99 2.46
C 0.33 -1.04 1.97
O 0.15 -1.33 0.55
H 0.93 -2.91 2.66
H 2.02 -2.11 1.76
H -0.66 -1.14 2.45
H 0.74 -0.04 2.03
H -0.73 -1.69 0.40
H -1.73 4.50 -4.16
H -0.72 3.86 -5.24
O -1.63 3.88 -4.90
```

Properties
- net charge = 0
- HOMO energy (Eh) = -0.3500
- structure (SMILES) = NCO.O
- LUMO level (eV) = 1.0

Atom charges from the natural (NBO) analysis, given in e for atoms 1 to 2:
1. N -0.848
2. C 0.084


Energies in hartree, measured from the most stable structure: 1 0.0029; 2 0.0000.


1.
C3H5F in the gas phase, computed with the ωB97M-V functional and the def2-TZVPD basis.

```
9
Properties=species:S:1:pos:R:3
C 1.02 0.40 -0.05
C -0.45 0.45 -0.04
C -1.15 -0.70 -0.03
H 1.40 0.97 -0.95
H 1.54 0.62 1.04
H -0.99 1.46 0.10
H -2.28 -0.84 -0.16
H -0.44 -1.44 0.15
F 1.35 -0.91 -0.06
```

Properties
- net charge = 0
- HOMO energy (Eh) = -0.3559
- structure (SMILES) = C=CCF
- LUMO level (eV) = 1.2

Atom charges from the natural (NBO) analysis, given in e for atoms 1 to 2:
1. C 0.013
2. C -0.251


2.
C3H5F in the gas phase, computed with the ωB97M-V functional and the def2-TZVPD basis.

```
9
Properties=species:S:1:pos:R:3
C -0.88 0.55 0.40
C 0.25 -0.40 0.30
C 1.09 -0.59 -0.72
H -1.13 1.15 -0.46
H -0.65 1.16 1.29
H -1.75 0.04 0.74
H 0.19 -0.90 1.23
H 1.95 -1.18 -0.90
F 0.93 0.16 -1.87
```

Properties
- net charge = 0
- HOMO energy (Eh) = -0.3488
- structure (SMILES) = C/C=C\F
- LUMO level (eV) = 1.1

Atom charges from the natural (NBO) analysis, given in e for atoms 1 to 2:
1. C -0.637
2. C -0.270


Energies in hartree, measured from the most stable structure: 1 0.0326; 2 0.0000.


1.
A gas-phase ion, C6H15N2O2P2 (charge +1), computed with the ωB97M-V functional and the def2-TZVPD basis.

```
27
Properties=species:S:1:pos:R:3
C -0.11 -1.06 -0.31
C -0.06 -0.64 1.18
C 1.17 -1.44 -0.97
C 2.40 -0.69 -0.48
C 2.35 0.82 -0.39
C 1.02 1.34 0.26
N -1.27 -1.36 -0.78
N 0.56 0.59 1.41
O -2.80 1.61 0.96
O -1.34 -0.68 1.72
P -2.97 -0.96 -0.19
P -2.64 1.19 -0.66
H 1.35 -2.44 -0.89
H 0.94 -1.21 -2.03
H 2.49 -0.97 0.53
H 3.27 -1.04 -1.08
H 3.33 1.21 0.10
H 2.35 1.26 -1.37
H 0.32 1.57 -0.58
H 1.25 2.42 0.59
H -1.24 -1.72 -1.79
H 0.54 -1.53 1.72
H 0.82 0.81 2.31
H -2.84 2.49 1.21
H -1.44 0.15 2.10
H -3.42 -1.14 -1.62
H -4.01 1.42 -0.98
```

Properties
- net charge = +1
- HOMO energy (Eh) = -0.4728
- structure (SMILES) = O[PH]#[PH]/[NH+]=C1/CCCCN[C@H]1O
- LUMO level (eV) = -4.1

Atom charges from the natural (NBO) analysis, given in e for atoms 1 to 2:
1. C 0.473
2. C 0.184


2.
A gas-phase ion, C6H15N2O2P2 (charge +1), computed with the ωB97M-V functional and the def2-TZVPD basis.

```
27
Properties=species:S:1:pos:R:3
C 0.14 0.67 0.51
C -0.67 -0.56 1.05
C 0.78 0.48 -0.84
C -0.15 0.05 -1.99
C -1.08 -1.13 -1.71
C -0.47 -2.26 -0.88
N -0.53 1.84 0.76
N -0.03 -1.83 0.49
O 1.82 1.06 1.37
O -0.64 -0.64 2.42
P 0.22 3.40 0.79
P 2.01 2.53 1.82
H 1.24 1.42 -1.13
H 1.61 -0.22 -0.74
H -0.77 0.90 -2.27
H 0.49 -0.18 -2.84
H -2.00 -0.79 -1.25
H -1.36 -1.57 -2.67
H 0.39 -2.68 -1.40
H -1.22 -3.04 -0.76
H -1.22 1.75 1.50
H -1.71 -0.53 0.73
H -0.22 -2.57 1.17
H 0.98 -1.65 0.49
H 0.20 -0.30 2.77
H 0.83 3.29 -0.48
H 1.32 2.54 3.08
```

Properties
- net charge = +1
- HOMO energy (Eh) = -0.4331
- structure (SMILES) = [O-][PH]#[PH]/[NH+]=C1\CCCC[NH2+][C@H]1O
- LUMO level (eV) = -3.2

Atom charges from the natural (NBO) analysis, given in e for atoms 1 to 2:
1. C 0.424
2. C 0.196


Energies in hartree, measured from the most stable structure: 1 0.0265; 2 0.0000.